# 1
Formula: C25H59BrN3O11P2
Source: OMol25
Level of theory: ωB97M-V/def2-TZVPD

Bonds (Å) are listed after each position.
Cartesian coordinates (Å):
1 C -3.630 3.016 -4.472  C2 1.639, H19 1.174, H20 1.170, H21 1.194
2 C -4.388 2.937 -3.021  C1 1.639, C3 1.639, H22 1.193, H23 1.183
3 C -4.856 1.435 -2.560  C2 1.639, C4 1.639, H24 1.194, H25 1.179
4 C -3.708 0.273 -2.699  C3 1.639, N5 1.543, H26 1.179, H27 1.194
5 N -2.597 0.375 -1.633  C4 1.543, P6 1.819, H28 1.044
6 P -1.227 -0.733 -2.084  N5 1.819, C7 1.912, O13 1.742, P16 2.212
7 C -0.399 -1.233 -0.434  P6 1.912, C8 1.640, H29 1.191, H30 1.186
8 C 1.236 -1.117 -0.417  C7 1.640, O9 1.359, N10 1.514
9 O 1.938 -2.271 -0.272  C8 1.359
10 N 2.052 0.156 -0.501  C8 1.514, C11 1.542, C12 1.523
11 C 2.949 0.309 0.744  N10 1.542, H31 1.190, H32 1.191, H33 1.171
12 C 3.043 0.132 -1.657  N10 1.523, H34 1.185, H35 1.174, H36 1.192
13 O -0.213 0.183 -3.163  P6 1.742, C14 1.471
14 C 0.672 -0.677 -3.965  O13 1.471, N15 1.309
15 N 1.503 -1.527 -4.513  C14 1.309
16 P -2.034 -2.580 -2.993  P6 2.212, O17 1.775, Br18 2.298
17 O -1.847 -2.525 -4.758  P16 1.775, H37 1.005
18 Br -0.871 -4.423 -2.264  P16 2.298
19 H -4.413 3.347 -5.282  C1 1.174
20 H -2.997 2.074 -4.757  C1 1.170
21 H -2.851 3.917 -4.390  C1 1.194
22 H -5.390 3.576 -3.134  C2 1.193
23 H -3.748 3.479 -2.187  C2 1.183
24 H -5.127 1.516 -1.400  C3 1.194
25 H -5.847 1.071 -3.085  C3 1.179
26 H -3.268 0.142 -3.785  C4 1.179
27 H -4.254 -0.761 -2.456  C4 1.194
28 H -2.250 1.360 -1.632  N5 1.044
29 H -0.884 -0.579 0.436  C7 1.191
30 H -0.678 -2.355 -0.173  C7 1.186
31 H 3.851 -0.451 0.594  C11 1.190
32 H 3.427 1.398 0.802  C11 1.191
33 H 2.386 0.068 1.742  C11 1.171
34 H 4.107 0.545 -1.336  C12 1.185
35 H 3.209 -0.934 -2.118  C12 1.174
36 H 2.627 0.807 -2.547  C12 1.192
37 H -2.242 -1.647 -5.046  O17 1.005
38 C -3.815 2.774 1.657  O39 1.423, H44 1.093, H45 1.093, H46 1.093
39 O -5.194 2.478 1.467  C38 1.423, C40 1.431
40 C -5.637 1.401 2.299  O39 1.431, C41 1.531, H47 1.097, H48 1.095
41 C -6.433 1.922 3.500  C40 1.531, O42 1.430, H49 1.095, H50 1.097
42 O -5.593 2.645 4.405  C41 1.430, C43 1.425
43 C -5.754 4.055 4.283  O42 1.425, H51 1.094, H52 1.094, H53 1.091
44 H -3.591 3.714 1.145  C38 1.093
45 H -3.567 2.888 2.716  C38 1.093
46 H -3.204 1.980 1.221  C38 1.093
47 H -4.792 0.785 2.627  C40 1.097
48 H -6.294 0.774 1.687  C40 1.095
49 H -6.834 1.067 4.053  C41 1.095
50 H -7.280 2.538 3.173  C41 1.097
51 H -6.722 4.353 4.699  C43 1.094
52 H -5.684 4.380 3.241  C43 1.094
53 H -4.962 4.542 4.854  C43 1.091
54 C 3.260 -2.153 5.393  O55 1.423, H60 1.093, H61 1.093, H62 1.093
55 O 2.529 -1.840 6.574  C54 1.423, C56 1.431
56 C 2.691 -0.474 6.966  O55 1.431, C57 1.531, H63 1.097, H64 1.095
57 C 1.463 0.359 6.590  C56 1.531, O58 1.430, H65 1.095, H66 1.097
58 O 1.340 0.491 5.171  C57 1.430, C59 1.425
59 C 0.339 -0.368 4.632  O58 1.425, H67 1.094, H68 1.094, H69 1.091
60 H 2.945 -3.141 5.045  C54 1.093
61 H 3.074 -1.428 4.597  C54 1.093
62 H 4.329 -2.183 5.619  C54 1.093
63 H 3.603 -0.046 6.532  C56 1.097
64 H 2.802 -0.466 8.056  C56 1.095
65 H 1.586 1.369 6.992  C57 1.095
66 H 0.550 -0.067 7.025  C57 1.097
67 H -0.653 0.002 4.908  C59 1.094
68 H 0.460 -1.397 4.984  C59 1.094
69 H 0.428 -0.359 3.545  C59 1.091
70 C 4.194 -5.498 3.189  O71 1.423, H76 1.093, H77 1.093, H78 1.093
71 O 2.807 -5.207 3.067  C70 1.423, C72 1.431
72 C 2.450 -4.810 1.740  O71 1.431, C73 1.531, H79 1.097, H80 1.095
73 C 1.762 -5.952 0.987  C72 1.531, O74 1.430, H81 1.095, H82 1.097
74 O 2.674 -7.022 0.720  C73 1.430, C75 1.425
75 C 2.490 -8.122 1.607  O74 1.425, H83 1.094, H84 1.094, H85 1.091
76 H 4.362 -5.973 4.160  C70 1.093
77 H 4.536 -6.179 2.405  C70 1.093
78 H 4.770 -4.570 3.145  C70 1.093
79 H 3.327 -4.449 1.189  C72 1.097
80 H 1.746 -3.976 1.834  C72 1.095
81 H 1.420 -5.578 0.016  C73 1.095
82 H 0.883 -6.312 1.536  C73 1.097
83 H 1.562 -8.645 1.358  C75 1.094
84 H 2.462 -7.798 2.651  C75 1.094
85 H 3.326 -8.811 1.477  C75 1.091
86 C 4.430 3.881 -6.927  O87 1.423, H92 1.093, H93 1.093, H94 1.093
87 O 3.051 3.584 -7.117  C86 1.423, C88 1.431
88 C 2.607 2.508 -6.285  O87 1.431, C89 1.531, H95 1.097, H96 1.095
89 C 1.812 3.029 -5.084  C88 1.531, O90 1.430, H97 1.095, H98 1.097
90 O 2.651 3.752 -4.179  C89 1.430, C91 1.425
91 C 2.490 5.162 -4.301  O90 1.425, H99 1.094, H100 1.094, H101 1.091
92 H 4.653 4.821 -7.439  C86 1.093
93 H 4.678 3.995 -5.868  C86 1.093
94 H 5.041 3.087 -7.363  C86 1.093
95 H 3.453 1.892 -5.957  C88 1.097
96 H 1.951 1.881 -6.897  C88 1.095
97 H 1.411 2.174 -4.531  C89 1.095
98 H 0.965 3.645 -5.411  C89 1.097
99 H 1.523 5.460 -3.885  C91 1.094
100 H 2.561 5.487 -5.343  C91 1.094
101 H 3.283 5.648 -3.730  C91 1.091

As for the spin multiplicity: 1. The LUMO energy is -5.02 eV. Its total charge is +1.

=====

# 2
Formula: C25H61N3O10S3
Source: OMol25
Level of theory: ωB97M-V/def2-TZVPD

Bonds (Å) are listed after each position.
Cartesian coordinates (Å):
1 C -38.307 25.467 32.595  O2 1.423, H3 1.091, H4 1.089, H5 1.091
2 O -38.312 26.086 33.877  C1 1.423, H6 0.960
3 H -38.804 24.500 32.506  C1 1.091
4 H -38.764 26.078 31.818  C1 1.089
5 H -37.252 25.368 32.338  C1 1.091
6 H -38.235 25.423 34.566  O2 0.960
7 C -37.239 28.526 30.599  O8 1.407, H9 1.091, H10 1.091, H11 1.092
8 O -36.510 27.608 29.822  C7 1.407, H12 0.965
9 H -37.063 29.503 30.145  C7 1.091
10 H -38.327 28.483 30.652  C7 1.091
11 H -36.874 28.575 31.627  C7 1.092
12 H -37.051 26.809 29.794  O8 0.965
13 C -29.057 25.970 32.310  O14 1.465, H15 1.091, H16 1.092, H17 1.089
14 O -28.008 25.269 33.054  C13 1.465, H18 0.959
15 H -28.605 26.538 31.496  C13 1.091
16 H -29.616 25.258 31.699  C13 1.092
17 H -29.817 26.489 32.893  C13 1.089
18 H -27.130 25.606 32.866  O14 0.959
19 C -34.854 22.282 35.119  O20 1.390, H21 1.091, H22 1.091, H23 1.091
20 O -34.515 21.092 35.752  C19 1.390, H24 0.961
21 H -35.456 22.896 35.789  C19 1.091
22 H -33.970 22.808 34.755  C19 1.091
23 H -35.443 21.907 34.281  C19 1.091
24 H -33.883 21.382 36.416  O20 0.961
25 C -34.566 22.169 30.813  O26 1.415, H27 1.089, H28 1.091, H29 1.091
26 O -34.669 20.772 30.618  C25 1.415, H30 0.959
27 H -34.369 22.648 29.855  C25 1.089
28 H -35.487 22.417 31.343  C25 1.091
29 H -33.718 22.423 31.451  C25 1.091
30 H -35.011 20.238 31.337  O26 0.959
31 C -31.744 23.494 27.252  O32 1.431, H33 1.090, H34 1.089, H35 1.090
32 O -32.237 24.812 27.509  C31 1.431, H36 0.960
33 H -30.958 23.543 26.498  C31 1.090
34 H -31.327 23.172 28.205  C31 1.089
35 H -32.572 22.895 26.872  C31 1.090
36 H -32.407 25.314 26.708  O32 0.960
37 C -34.276 29.139 27.543  O38 1.436, H39 1.091, H40 1.090, H41 1.089
38 O -32.969 29.697 27.330  C37 1.436, H42 0.961
39 H -34.298 28.818 28.585  C37 1.091
40 H -35.073 29.872 27.423  C37 1.090
41 H -34.222 28.288 26.865  C37 1.089
42 H -32.796 30.351 28.014  O38 0.961
43 N -35.404 30.804 34.049  C44 1.401, C47 1.422, H48 1.008
44 C -34.878 31.796 34.886  N43 1.401, C45 1.377, H49 1.079
45 C -34.575 31.226 36.103  C44 1.377, C46 1.424, H50 1.079
46 C -34.867 29.841 35.947  C45 1.424, C47 1.343, H51 1.081
47 C -35.349 29.555 34.726  N43 1.422, C46 1.343, H52 1.079
48 H -35.723 30.985 33.110  N43 1.008
49 H -34.815 32.831 34.584  C44 1.079
50 H -34.126 31.679 36.973  C45 1.079
51 H -34.923 29.017 36.644  C46 1.081
52 H -35.775 28.654 34.312  C47 1.079
53 N -27.539 28.143 27.090  C54 1.371, C57 1.413, H58 1.008
54 C -28.137 26.950 27.401  N53 1.371, C55 1.379, H59 1.080
55 C -29.458 27.193 27.715  C54 1.379, C56 1.434, H60 1.080
56 C -29.544 28.604 27.955  C55 1.434, C57 1.375, H61 1.080
57 C -28.429 29.193 27.408  N53 1.413, C56 1.375, H62 1.079
58 H -26.593 28.301 26.777  N53 1.008
59 H -27.586 26.022 27.348  C54 1.080
60 H -30.244 26.459 27.809  C55 1.080
61 H -30.522 29.003 28.182  C56 1.080
62 H -28.228 30.248 27.303  C57 1.079
63 N -32.528 29.421 30.993  C64 1.349, C67 1.397, H68 1.010
64 C -31.866 30.402 30.345  N63 1.349, C65 1.430, H69 1.079
65 C -32.765 31.490 30.113  C64 1.430, C66 1.401, H70 1.079
66 C -33.981 31.055 30.654  C65 1.401, C67 1.362, H71 1.080
67 C -33.810 29.874 31.312  N63 1.397, C66 1.362, H72 1.079
68 H -32.166 28.500 31.197  N63 1.010
69 H -30.886 30.238 29.925  C64 1.079
70 H -32.734 32.373 29.493  C65 1.079
71 H -34.887 31.628 30.523  C66 1.080
72 H -34.493 29.306 31.925  C67 1.079
73 C -33.186 26.277 30.186  S74 1.846, H77 1.089, H78 1.090, H79 1.090
74 S -32.777 25.668 31.880  C73 1.846, O75 1.533, C76 1.826
75 O -32.138 26.832 32.646  S74 1.533
76 C -34.536 25.646 32.368  S74 1.826, H80 1.090, H81 1.090, H82 1.090
77 H -33.597 25.424 29.647  C73 1.089
78 H -32.247 26.605 29.741  C73 1.090
79 H -33.843 27.142 30.272  C73 1.090
80 H -35.048 24.934 31.720  C76 1.090
81 H -35.033 26.609 32.251  C76 1.090
82 H -34.636 25.343 33.410  C76 1.090
83 C -36.336 24.302 27.671  S84 1.863, H87 1.089, H88 1.090, H89 1.090
84 S -37.868 24.132 28.716  C83 1.863, O85 1.524, C86 1.905
85 O -37.956 25.329 29.655  S84 1.524
86 C -39.183 24.195 27.340  S84 1.905, H90 1.091, H91 1.091, H92 1.089
87 H -36.433 25.231 27.110  C83 1.089
88 H -36.269 23.397 27.066  C83 1.090
89 H -35.465 24.251 28.323  C83 1.090
90 H -39.960 23.490 27.639  C86 1.091
91 H -38.872 23.693 26.422  C86 1.091
92 H -39.713 25.109 27.078  C86 1.089
93 C -32.066 27.968 35.458  S94 1.783, H97 1.089, H98 1.091, H99 1.089
94 S -31.096 29.428 35.785  C93 1.783, O95 1.513, C96 1.862
95 O -30.021 29.028 36.772  S94 1.513
96 C -30.197 29.605 34.165  S94 1.862, H100 1.089, H101 1.090, H102 1.091
97 H -31.616 27.265 34.759  C93 1.089
98 H -32.951 28.285 34.904  C93 1.091
99 H -32.519 27.477 36.319  C93 1.089
100 H -29.608 28.746 33.845  C96 1.089
101 H -29.517 30.452 34.257  C96 1.090
102 H -30.987 29.925 33.485  C96 1.091

As for the spin multiplicity: 1. The LUMO energy is 0.03 eV.